# ClH3O3PSi

A molecular structure, ClH3O3PSi (ωB97M-V/def2-TZVPD, OMol25).

Properties
highest occupied orbital energy: -4.8 eV
energy above the lowest of the compared OMol25 structures with the same formula, charge and spin: 0.136 eV
frontier orbital gap: 8.35 eV
LUMO energy: 0.129 hartree

Geometry as ORCA input:
```
! RIJCOSX wB97M-V def2-TZVPD def2/J DEFGRID3
* xyz -1 1
O -2.392 -1.173 0.618
O -0.147 0.060 0.965
O 1.658 -1.126 -0.593
Si 1.432 0.145 0.215
P -1.341 -0.348 0.078
Cl -2.226 1.312 -0.639
H -0.922 -0.718 -1.234
H 2.430 0.466 1.324
H 1.508 1.381 -0.734
*
```